Entry from the Open Molecules 2025 dataset: the molecule C21H16Br2N2O4 in a non-equilibrium geometry (ωB97M-V/def2-TZVPD).

- SMILES: O=C(CCC(=O)OCC(=O)c1ccc(Br)cc1)Nc1ccc(Br)c2cccnc12
- Lowest unoccupied orbital energy: -0.06 eV
- DFT total energy: -173279.2578 eV
- Spin multiplicity: 1
- E_HOMO: -8.3 eV

Last column: Mulliken charge in e.
Atoms and positions in Å:
O 2.991 3.963 -0.398  -0.656
C 1.793 4.102 -0.837  0.369
C 1.024 5.629 -0.705  -0.842
C -0.142 5.477 -0.179  -0.513
C -0.715 4.463 0.786  0.812
O -1.483 4.417 1.740  -0.601
O 0.453 3.661 1.287  -0.260
C 0.281 2.375 1.723  -0.949
C -0.530 1.603 1.120  0.904
O -1.206 1.939 0.200  -0.686
C -0.747 0.069 1.363  0.389
C -0.051 -0.426 2.452  -0.191
C -0.005 -1.863 2.719  -0.713
C -0.978 -2.543 2.142  -0.005
Br -1.036 -4.445 2.373  -0.181
C -1.746 -1.996 1.106  -0.712
C -1.553 -0.796 0.610  0.090
N 1.084 3.184 -1.702  -0.064
C 1.164 1.940 -1.574  -0.305
C 2.005 1.310 -0.834  0.065
C 2.152 -0.042 -0.783  -0.446
C 1.203 -0.688 -1.267  -0.504
Br 0.980 -2.682 -0.991  -0.210
C -0.074 -0.109 -2.167  0.108
C -1.159 -0.704 -2.766  -0.386
C -2.041 -0.013 -3.293  -0.378
C -1.765 1.404 -3.585  -0.382
N -0.876 2.092 -2.996  -0.698
C -0.031 1.318 -2.071  0.930
H 1.894 6.223 -0.044  0.279
H 1.175 6.094 -1.717  0.352
H -0.993 5.146 -0.815  0.323
H -0.758 6.507 0.037  0.316
H 0.066 2.790 2.788  0.353
H 1.299 2.120 2.056  0.566
H 0.906 0.055 3.158  0.044
H 0.724 -2.202 3.379  0.532
H -2.173 -2.686 0.554  0.577
H -2.411 -0.255 -0.022  0.169
H 0.363 3.657 -2.099  0.340
H 2.969 1.677 -0.609  0.576
H 2.961 -0.606 -0.276  0.409
H -1.058 -1.761 -2.604  0.439
H -3.010 -0.413 -3.822  0.265
H -2.505 1.991 -3.952  0.478

Entry from the Open Molecules 2025 dataset: a structure of composition C57H43Cl5NO2P3Tl (ωB97M-V/def2-TZVPD).

- Total charge: -1
- Lowest unoccupied orbital energy: 2.21 eV
- DFT total energy: -160567.0888 eV
- Spin multiplicity: 1
- E_HOMO: -4.7 eV

Last column: Mulliken charge in e.
Atoms and positions in Å:
Tl -0.060 -0.938 -0.199  2.018
O -1.164 1.849 3.477  -0.842
C -1.289 0.703 3.035  -0.424
O -1.113 0.299 1.853  0.539
C -1.705 -0.399 4.029  0.076
C -1.944 -0.019 5.347  -0.735
C -2.301 -0.951 6.306  -0.592
C -2.416 -2.292 5.958  -0.681
C -2.178 -2.685 4.654  -0.531
C -1.831 -1.751 3.675  0.270
P -1.532 -2.345 1.961  1.243
C -3.128 -3.083 1.490  0.556
C -3.162 -4.027 0.458  -0.495
C -4.364 -4.397 -0.121  -0.878
C -5.551 -3.813 0.303  -0.690
C -5.526 -2.858 1.308  -0.697
C -4.324 -2.489 1.895  -0.799
C -0.410 -3.770 2.282  0.412
C -0.732 -5.123 2.294  0.074
C 0.265 -6.087 2.388  -0.781
C 1.597 -5.714 2.479  -0.507
C 1.932 -4.366 2.494  -0.748
C 0.939 -3.407 2.389  -0.957
H -1.838 1.029 5.592  0.528
H -2.490 -0.639 7.326  0.380
H -2.688 -3.028 6.705  0.428
H -2.256 -3.733 4.387  0.365
H -2.235 -4.448 0.089  0.469
H -4.373 -5.125 -0.924  0.425
H -6.490 -4.094 -0.158  0.383
H -6.448 -2.385 1.626  0.401
H -4.305 -1.726 2.665  0.369
H -1.767 -5.435 2.218  0.457
H -0.001 -7.137 2.388  0.404
H 2.372 -6.468 2.532  0.367
H 2.968 -4.059 2.573  0.451
H 1.203 -2.353 2.388  0.554
C 2.843 3.427 -0.972  -1.613
N 1.555 4.062 -0.703  1.470
C 0.447 3.653 -1.548  -2.527
P -0.520 2.160 -0.933  1.643
C -1.426 1.882 -2.515  0.962
C -2.576 2.571 -2.895  -0.444
C -3.195 2.291 -4.104  -0.686
C -2.675 1.321 -4.952  -0.574
C -1.527 0.635 -4.586  -0.547
C -0.910 0.914 -3.376  -0.635
C -1.801 2.982 0.078  0.369
C -1.663 4.242 0.643  -0.479
C -2.663 4.754 1.463  -0.540
C -3.797 4.009 1.727  -0.748
C -3.935 2.739 1.177  -0.427
C -2.940 2.226 0.367  -0.707
C 1.637 5.414 -0.293  -0.344
C 1.154 6.468 -1.068  0.188
C 1.266 7.779 -0.622  -0.729
C 1.861 8.063 0.596  -0.495
C 2.342 7.017 1.376  -0.775
C 2.229 5.708 0.940  -0.200
P 2.928 1.588 -0.674  1.067
C 3.279 1.556 1.122  0.971
C 4.524 1.211 1.650  -0.332
C 4.712 1.138 3.022  -0.699
C 3.657 1.395 3.884  -0.755
C 2.410 1.721 3.370  -0.998
C 2.216 1.798 1.997  -0.411
C 4.588 1.261 -1.383  -0.157
C 4.785 0.005 -1.954  -0.646
C 6.010 -0.345 -2.505  -0.670
C 7.056 0.567 -2.504  -0.404
C 6.869 1.827 -1.951  -0.812
C 5.646 2.170 -1.394  0.099
H 3.593 3.937 -0.371  0.567
H 3.101 3.564 -2.036  0.397
H 0.789 3.438 -2.569  0.324
H -0.282 4.460 -1.585  0.593
H -3.007 3.311 -2.233  0.352
H -4.096 2.826 -4.380  0.412
H -3.174 1.090 -5.885  0.399
H -1.124 -0.134 -5.234  0.442
H -0.027 0.354 -3.082  0.408
H -0.769 4.831 0.471  0.197
H -2.546 5.737 1.903  0.381
H -4.568 4.406 2.376  0.317
H -4.814 2.144 1.394  0.452
H -3.030 1.226 -0.039  -0.066
H 0.697 6.268 -2.029  0.390
H 0.896 8.584 -1.245  0.383
H 1.943 9.086 0.939  0.389
H 2.791 7.220 2.340  0.393
H 2.575 4.889 1.560  0.445
H 5.354 0.998 0.989  0.286
H 5.685 0.873 3.418  0.409
H 3.804 1.325 4.955  0.379
H 1.568 1.887 4.027  0.611
H 1.223 2.011 1.614  0.144
H 3.969 -0.710 -1.968  0.514
H 6.141 -1.329 -2.937  0.404
H 8.013 0.298 -2.934  0.379
H 7.683 2.542 -1.948  0.400
H 5.517 3.153 -0.956  0.275
Cl -3.905 -0.673 -1.649  -0.253
C -2.937 -1.906 -2.423  1.006
C -1.724 -2.231 -1.843  -1.621
C -1.059 -3.279 -2.457  1.021
Cl 0.443 -3.865 -1.743  -0.179
C -1.520 -3.948 -3.592  -0.481
Cl -0.640 -5.263 -4.296  -0.229
C -2.718 -3.536 -4.169  0.469
Cl -3.299 -4.292 -5.610  -0.227
C -3.443 -2.506 -3.571  -0.503
Cl -4.940 -1.996 -4.275  -0.203

Entry from the Open Molecules 2025 dataset: the molecule C2H2O2 (ωB97M-V/def2-TZVPD).

- Lowest unoccupied orbital energy: -0.02 eV
- DFT total energy: -6197.7881 eV
- Spin multiplicity: 1
- E_HOMO: -9.6 eV

Last column: Mulliken charge in e.
Atoms and positions in Å:
O -1.408 0.909 -0.943  -0.369
C -0.901 0.299 -0.067  0.268
C 1.046 -0.728 0.070  -0.274
O 0.488 0.451 0.204  -0.154
H -1.358 -0.435 0.608  0.367
H 2.132 -0.496 0.128  0.162

Entry from the Open Molecules 2025 dataset: a cluster of 11 separate species, C6H36N2O10 in total (ωB97M-V/def2-TZVPD).

- Total charge: -1
- Lowest unoccupied orbital energy (spin up / spin down): 2.41 / 2.37 eV
- DFT total energy: -30263.0740 eV
- Spin multiplicity: 2
- E_HOMO (spin up / spin down): 0.2 / -6.7 eV

Last column: Mulliken charge in e.
Atoms and positions in Å:
C -1.591 -1.420 -1.886  -0.545
N -0.216 -1.478 -1.355  -0.288
C 0.280 -0.219 -0.790  0.168
C 1.776 -0.288 -0.574  -0.143
C 2.378 1.012 -0.030  -1.295
N 1.974 2.241 -0.716  -0.575
C -2.685 -1.770 -0.878  -0.493
C -2.993 -0.655 0.120  -0.951
H -1.755 -0.433 -2.309  0.218
H -1.626 -2.131 -2.716  0.349
H -0.151 -2.221 -0.665  0.235
H -0.199 0.003 0.170  0.016
H 0.022 0.614 -1.436  -0.282
H 2.038 -1.095 0.110  0.265
H 2.265 -0.519 -1.501  0.162
H 2.096 1.121 1.016  0.582
H 3.461 0.950 -0.053  0.357
H 2.020 2.139 -1.727  0.308
H 1.015 2.474 -0.485  0.244
H -3.623 -2.019 -1.388  0.356
H -2.404 -2.662 -0.327  0.334
H -2.157 -0.427 0.766  0.001
H -3.828 -0.937 0.749  0.439
H -3.256 0.287 -0.370  0.288
H -2.226 3.527 -1.893  0.317
H -1.091 3.367 -0.884  0.330
O -1.270 3.396 -1.855  -0.706
H 2.914 -1.591 3.181  0.330
H 1.753 -2.568 3.235  0.315
O 2.179 -1.827 3.747  -0.742
H 0.856 -0.797 4.039  0.232
H 0.083 -0.087 5.168  0.102
O 0.005 -0.316 4.217  -0.161
H -0.785 2.319 -3.155  0.396
H -0.460 2.385 -4.654  0.258
O -0.618 1.753 -3.950  -0.653
H -1.345 2.200 3.600  0.377
H -0.294 1.139 3.250  0.167
O -0.575 2.057 3.032  -0.817
H 3.823 0.731 -3.158  0.285
H 2.852 -0.257 -3.885  0.415
O 3.801 -0.063 -3.708  -0.675
H -0.820 2.892 1.523  0.340
H -0.282 4.281 1.090  0.303
O -0.862 3.577 0.808  -0.700
H 0.712 -0.998 -3.296  0.348
H 0.476 0.334 -4.008  0.450
O 1.071 -0.453 -4.031  -0.805
H -0.128 -3.377 2.676  0.403
H 0.720 -3.243 1.410  0.386
O 0.750 -3.621 2.284  -0.894
H -1.566 -3.098 4.239  0.273
H -1.043 -1.694 3.783  0.249
O -1.473 -2.535 3.466  -0.872

Entry from the Open Molecules 2025 dataset: the molecule C23H28N4O6 in a non-equilibrium geometry (ωB97M-V/def2-TZVPD).

- SMILES: COc1cc(NC(=O)c2cc([N+](=O)[O-])ccc2NC(=O)CNC2CCCCC2)cc(OC)c1
- Lowest unoccupied orbital energy: -0.59 eV
- DFT total energy: -42549.2980 eV
- Spin multiplicity: 1
- E_HOMO: -8.5 eV

Last column: Mulliken charge in e.
Atoms and positions in Å:
C 3.214 2.782 2.820  -0.762
O 4.246 2.417 1.933  -0.472
C 4.073 1.320 1.153  0.593
C 2.923 0.535 1.155  -0.304
C 2.859 -0.569 0.318  -0.595
N 1.740 -1.414 0.277  -0.067
C 0.566 -1.319 0.948  0.833
O 0.266 -0.384 1.677  -0.762
C -0.368 -2.461 0.697  0.546
C 0.121 -3.724 0.407  0.112
C -0.745 -4.781 0.157  -0.705
N -0.202 -6.070 -0.149  1.036
O -0.976 -6.991 -0.302  -0.635
O 1.008 -6.162 -0.246  -0.631
C -2.125 -4.591 0.194  -0.723
C -2.627 -3.351 0.506  -0.600
C -1.772 -2.274 0.784  -0.216
N -2.260 -1.045 1.137  -0.017
C -3.545 -0.583 1.122  0.428
O -4.525 -1.217 0.808  -0.680
C -3.613 0.865 1.602  -0.644
N -2.382 1.581 1.320  -0.348
C -2.272 2.231 0.016  -0.054
C -2.390 1.222 -1.126  -0.268
C -2.153 1.907 -2.470  -0.900
C -3.137 3.053 -2.676  -0.701
C -3.018 4.063 -1.539  -0.732
C -3.269 3.380 -0.199  -0.698
C 3.920 -0.900 -0.521  -0.410
C 5.065 -0.111 -0.520  0.508
O 6.159 -0.337 -1.292  -0.438
C 6.163 -1.451 -2.153  -0.819
C 5.135 0.997 0.317  -0.795
H 3.013 1.991 3.549  0.327
H 2.291 3.024 2.285  0.279
H 3.574 3.669 3.339  0.240
H 2.085 0.760 1.789  0.768
H 1.844 -2.196 -0.355  0.090
H 1.180 -3.939 0.402  0.709
H -2.778 -5.425 -0.013  0.509
H -3.691 -3.187 0.549  0.564
H -1.562 -0.337 1.408  0.143
H -3.752 0.816 2.686  0.479
H -4.518 1.319 1.178  0.298
H -2.199 2.268 2.042  0.270
H -1.257 2.650 -0.007  0.443
H -3.383 0.769 -1.122  0.305
H -1.653 0.428 -0.986  -0.080
H -2.257 1.177 -3.275  0.388
H -1.132 2.297 -2.501  0.373
H -2.942 3.544 -3.632  0.344
H -4.155 2.657 -2.704  0.339
H -3.736 4.873 -1.681  0.356
H -2.016 4.498 -1.544  0.365
H -4.289 2.992 -0.187  0.236
H -3.174 4.104 0.615  0.309
H 3.839 -1.768 -1.156  0.472
H 7.130 -1.431 -2.654  0.243
H 6.065 -2.390 -1.598  0.333
H 5.368 -1.384 -2.903  0.324
H 6.022 1.606 0.319  0.493

Entry from the Open Molecules 2025 dataset: a structure of composition C20H20FeO6 in a non-equilibrium geometry (ωB97M-V/def2-TZVPD).

- Lowest unoccupied orbital energy (spin up / spin down): 0.52 / -1.75 eV
- DFT total energy: -67730.4430 eV
- Spin multiplicity: 5
- E_HOMO (spin up / spin down): -5.8 / -8.2 eV

Last column: Mulliken charge in e.
Atoms and positions in Å:
C -3.847 3.227 0.343  -0.754
O -2.503 3.722 0.218  -0.424
C -1.419 2.873 0.061  0.156
C -0.715 2.360 1.199  -0.641
C -0.078 1.025 0.979  -0.481
C 0.832 1.195 -0.175  -0.192
C 0.437 2.013 -1.230  -1.140
C -0.764 2.754 -1.174  -0.304
Fe 0.720 3.461 0.332  0.662
C 1.744 3.387 1.750  0.173
O 2.457 3.636 2.633  -0.364
C 0.105 5.054 0.778  0.097
O -0.137 6.135 1.126  -0.338
C 2.009 4.238 -0.607  0.243
O 2.856 4.925 -1.002  -0.350
H -4.451 4.115 0.541  0.254
H -4.162 2.758 -0.599  0.288
H -3.921 2.517 1.178  0.310
H -1.096 2.624 2.185  0.629
H 0.431 0.664 1.888  0.365
H -0.858 0.267 0.751  0.054
H 1.765 0.627 -0.224  0.586
H 1.022 2.055 -2.156  0.639
H -1.152 3.293 -2.039  0.512
C -4.063 -3.146 -0.920  -1.211
C -2.758 -3.533 -0.272  -0.188
O -1.742 -2.611 -0.705  -0.286
C -0.557 -2.867 -0.070  0.629
C 0.555 -2.116 -0.615  -0.827
C 1.879 -2.492 -0.349  0.884
C 2.232 -3.329 0.764  -0.428
C 3.549 -3.675 1.016  -0.587
C 4.576 -3.236 0.165  -0.348
C 4.262 -2.435 -0.945  -0.621
C 2.951 -2.059 -1.201  -0.298
O -0.518 -3.716 0.831  -0.681
H -4.806 -3.924 -0.735  0.386
H -4.451 -2.218 -0.493  0.295
H -3.967 -3.019 -2.001  0.306
H -2.848 -3.497 0.820  0.300
H -2.472 -4.553 -0.567  0.309
H 0.330 -1.482 -1.461  0.402
H 1.424 -3.686 1.396  0.498
H 3.779 -4.291 1.887  0.377
H 5.609 -3.516 0.370  0.372
H 5.060 -2.095 -1.609  0.361
H 2.700 -1.429 -2.060  0.377

> The highest DFT total energy belongs to which entry?

C2H2O2

What did the first record say?
Entry from the Open Molecules 2025 dataset: the molecule C21H16Br2N2O4 in a non-equilibrium geometry (ωB97M-V/def2-TZVPD).

- SMILES: O=C(CCC(=O)OCC(=O)c1ccc(Br)cc1)Nc1ccc(Br)c2cccnc12
- Lowest unoccupied orbital energy: -0.06 eV
- DFT total energy: -173279.2578 eV
- Spin multiplicity: 1
- E_HOMO: -8.3 eV

Last column: Mulliken charge in e.
Atoms and positions in Å:
O 2.991 3.963 -0.398  -0.656
C 1.793 4.102 -0.837  0.369
C 1.024 5.629 -0.705  -0.842
C -0.142 5.477 -0.179  -0.513
C -0.715 4.463 0.786  0.812
O -1.483 4.417 1.740  -0.601
O 0.453 3.661 1.287  -0.260
C 0.281 2.375 1.723  -0.949
C -0.530 1.603 1.120  0.904
O -1.206 1.939 0.200  -0.686
C -0.747 0.069 1.363  0.389
C -0.051 -0.426 2.452  -0.191
C -0.005 -1.863 2.719  -0.713
C -0.978 -2.543 2.142  -0.005
Br -1.036 -4.445 2.373  -0.181
C -1.746 -1.996 1.106  -0.712
C -1.553 -0.796 0.610  0.090
N 1.084 3.184 -1.702  -0.064
C 1.164 1.940 -1.574  -0.305
C 2.005 1.310 -0.834  0.065
C 2.152 -0.042 -0.783  -0.446
C 1.203 -0.688 -1.267  -0.504
Br 0.980 -2.682 -0.991  -0.210
C -0.074 -0.109 -2.167  0.108
C -1.159 -0.704 -2.766  -0.386
C -2.041 -0.013 -3.293  -0.378
C -1.765 1.404 -3.585  -0.382
N -0.876 2.092 -2.996  -0.698
C -0.031 1.318 -2.071  0.930
H 1.894 6.223 -0.044  0.279
H 1.175 6.094 -1.717  0.352
H -0.993 5.146 -0.815  0.323
H -0.758 6.507 0.037  0.316
H 0.066 2.790 2.788  0.353
H 1.299 2.120 2.056  0.566
H 0.906 0.055 3.158  0.044
H 0.724 -2.202 3.379  0.532
H -2.173 -2.686 0.554  0.577
H -2.411 -0.255 -0.022  0.169
H 0.363 3.657 -2.099  0.340
H 2.969 1.677 -0.609  0.576
H 2.961 -0.606 -0.276  0.409
H -1.058 -1.761 -2.604  0.439
H -3.010 -0.413 -3.822  0.265
H -2.505 1.991 -3.952  0.478